{
  "formula": "C2H5BrOS",
  "method": "ωB97M-V/def2-TZVPD",
  "total_charge": 0,
  "homo_energy_ev": -7.79,
  "de_lowest_kcal_mol": 45.90,
  "species": ["Br", "S", "O", "C", "C", "H", "H", "H", "H", "H"],
  "positions_angstrom": [[-3.03, -0.31, -0.29], [0.19, 0.57, 1.00], [-1.00, 2.53, -0.22], [0.62, -1.09, 0.35], [-0.42, 1.41, -0.30], [-0.26, 1.28, -1.39], [-0.18, -1.81, 0.07], [1.26, -0.68, -0.55], [-1.06, 2.64, 0.77], [1.28, -1.52, 1.13]],
  "nbo_charge": [-0.84, 0.41, -0.53, -0.72, 0.18, 0.24, 0.29, 0.24, 0.50, 0.25]
}

---

{
  "formula": "C4HN3O8",
  "method": "ωB97M-V/def2-TZVPD",
  "total_charge": 0,
  "homo_energy_ev": -10.78,
  "smiles": "O=C1OC([N+](=O)[O-])=C([N+](=O)[O-])[C@@H]1[N+](=O)[O-]",
  "species": ["O", "O", "O", "O", "O", "O", "O", "O", "N", "N", "N", "C", "C", "C", "C", "H"],
  "positions_angstrom": [[2.40, 1.36, -0.05], [2.15, -0.11, -1.62], [-1.64, -0.71, -0.38], [-0.33, 0.13, 3.23], [-0.53, 0.05, -3.16], [1.40, -0.53, 2.17], [-2.59, 0.07, 1.55], [-0.24, -2.01, -2.68], [1.79, 0.54, -0.65], [-0.37, -0.88, -2.38], [0.36, -0.01, 2.26], [-1.64, -0.03, 0.90], [-0.27, 0.62, 1.01], [-0.53, -0.54, -1.05], [0.46, 0.28, -0.25], [-0.43, 1.74, 1.10]],
  "nbo_charge": [-0.34, -0.39, -0.46, -0.35, -0.32, -0.30, -0.40, -0.27, 0.52, 0.47, 0.56, 0.80, -0.30, 0.53, -0.06, 0.30]
}

---

{
  "formula": "C3H12N6O3",
  "method": "ωB97M-V/def2-TZVPD",
  "total_charge": 0,
  "homo_energy_ev": -9.38,
  "smiles": "NC(N)=O.NC(N)=O.NC(N)=O",
  "de_lowest_kcal_mol": 42.96,
  "species": ["O", "O", "O", "N", "N", "N", "N", "N", "N", "C", "C", "C", "H", "H", "H", "H", "H", "H", "H", "H", "H", "H", "H", "H"],
  "positions_angstrom": [[-0.09, 1.50, 0.29], [1.56, -5.08, -1.46], [0.15, 6.09, 4.80], [-0.38, -4.92, -2.51], [-1.22, 4.60, 3.86], [1.39, -4.87, -3.75], [-0.96, -0.51, 0.04], [0.03, 0.32, -1.58], [0.69, 4.90, 3.10], [-0.29, 0.50, -0.36], [0.94, -4.95, -2.50], [-0.11, 5.28, 3.96], [0.57, 4.04, 2.57], [2.38, -4.72, -3.91], [-0.82, -5.17, -1.64], [-0.92, -4.98, -3.36], [-1.96, 4.92, 4.47], [-0.10, -0.55, -2.07], [-1.35, 3.87, 3.17], [-1.25, -0.74, 0.98], [0.68, 1.01, -1.93], [-1.26, -1.16, -0.67], [1.57, 5.39, 3.04], [0.76, -4.78, -4.54]],
  "nbo_charge": [-0.69, -0.65, -0.67, -0.84, -0.84, -0.84, -0.80, -0.81, -0.80, 0.74, 0.75, 0.73, 0.39, 0.41, 0.40, 0.38, 0.40, 0.38, 0.39, 0.41, 0.41, 0.37, 0.40, 0.38]
}

---

{
  "formula": "C25H31BCl2N9O3Tl",
  "method": "ωB97M-V/def2-TZVPD",
  "total_charge": -2,
  "homo_energy_ev": -0.79,
  "de_lowest_kcal_mol": 423.16,
  "species": ["Tl", "Cl", "Cl", "O", "O", "O", "N", "N", "N", "N", "N", "N", "N", "N", "N", "C", "C", "C", "C", "C", "C", "C", "C", "C", "C", "C", "C", "C", "C", "C", "C", "C", "C", "C", "C", "C", "C", "C", "C", "C", "B", "H", "H", "H", "H", "H", "H", "H", "H", "H", "H", "H", "H", "H", "H", "H", "H", "H", "H", "H", "H", "H", "H", "H", "H", "H", "H", "H", "H", "H", "H", "H"],
  "positions_angstrom": [[0.15, 0.53, 0.06], [-2.25, 0.71, 2.27], [-6.28, -3.93, 2.56], [2.64, 3.78, 1.89], [1.67, 1.79, 1.53], [1.12, 3.79, -2.84], [0.68, -3.08, 0.04], [2.58, -1.59, 0.85], [-3.57, -2.71, 0.84], [0.10, -2.20, -0.82], [0.70, 2.59, -0.91], [2.36, -0.49, 0.07], [-0.98, 1.00, -2.18], [-0.04, -0.85, 1.93], [0.49, -2.03, 2.30], [-0.60, -2.91, -1.69], [1.91, 3.00, 1.25], [0.00, -3.91, 3.88], [1.26, 3.59, -0.02], [-4.32, -2.47, 1.70], [-5.32, -2.39, 2.67], [-1.45, 1.63, 1.10], [-1.43, -1.80, 3.40], [0.01, 1.68, -3.00], [4.55, -0.70, 0.40], [-0.32, -2.61, 3.21], [-4.68, 0.82, 3.86], [4.50, -2.84, 1.85], [-1.38, -2.29, -2.80], [-5.81, -1.50, 3.60], [3.53, 0.06, -0.19], [0.69, 2.81, -2.21], [0.35, -4.34, -0.31], [3.90, -1.73, 1.06], [0.85, -5.56, 0.41], [-1.20, -0.73, 2.53], [-3.58, 0.86, 3.08], [-5.62, -0.23, 4.13], [-0.46, -4.28, -1.42], [3.69, 1.31, -0.98], [1.50, -2.62, 1.27], [4.12, -2.86, 2.87], [-1.60, -3.02, -3.57], [2.03, -3.58, 1.75], [0.47, 4.26, 0.34], [0.77, 0.95, -3.29], [-0.63, -4.04, 4.75], [0.53, -5.58, 1.45], [4.68, 1.34, -1.44], [-0.39, 2.13, -3.92], [1.94, -5.61, 0.41], [-1.78, 2.59, 0.76], [5.61, -0.51, 0.38], [-0.81, -1.48, -3.26], [1.05, -3.93, 4.19], [-4.94, 1.72, 4.43], [0.46, -6.44, -0.08], [2.00, 4.20, -0.53], [-1.47, 0.25, -2.65], [5.58, -2.71, 1.89], [-6.36, 0.01, 4.88], [4.29, -3.81, 1.40], [-6.67, -1.96, 4.08], [-0.16, -4.75, 3.21], [3.58, 2.18, -0.33], [-2.83, -0.07, 1.31], [-2.32, -1.89, -2.41], [-1.66, 1.64, -1.77], [-0.90, -5.11, -1.95], [2.94, 1.40, -1.76], [-1.50, 1.33, 3.27], [-2.24, -1.92, 4.10]],
  "mulliken_charge": [2.27, -0.25, -0.36, -0.87, -0.36, -0.85, 1.08, 0.47, -0.49, 0.05, 0.00, -0.18, -0.40, -0.36, 0.50, 0.73, 0.27, -1.47, -0.83, 0.36, 0.35, -1.11, -1.39, -0.51, -1.52, 1.17, -0.59, -1.49, -1.53, -0.51, 0.88, 0.40, 0.86, 0.93, -1.19, 0.05, 0.33, -0.57, -1.32, -1.38, -1.77, 0.27, 0.41, -0.06, 0.33, 0.22, 0.43, 0.10, 0.47, 0.38, 0.21, 0.35, 0.44, 0.25, 0.28, 0.24, 0.35, 0.42, 0.11, 0.35, 0.19, 0.24, 0.23, 0.11, 0.14, 0.26, 0.21, 0.25, 0.39, 0.13, 0.37, 0.57]
}

---

{
  "formula": "C5H9NO",
  "method": "ωB97M-V/def2-TZVPD",
  "total_charge": 0,
  "homo_energy_ev": -8.16,
  "smiles": "Cc1ccc[nH]1.O",
  "de_lowest_kcal_mol": 68.33,
  "species": ["O", "N", "C", "C", "C", "C", "C", "H", "H", "H", "H", "H", "H", "H", "H", "H"],
  "positions_angstrom": [[-4.27, -1.93, -0.84], [2.03, 0.81, 0.56], [-0.19, 0.02, 1.54], [0.81, 0.11, 0.36], [0.44, 0.30, -1.03], [2.60, 1.04, -0.66], [1.66, 0.90, -1.66], [-0.61, -0.32, -1.26], [-3.63, -2.30, -0.27], [0.11, -0.59, 2.40], [3.61, 1.38, -0.94], [-1.09, -0.55, 1.32], [1.96, 0.64, -2.71], [2.21, 1.21, 1.47], [-0.65, 1.03, 1.89], [-5.01, -1.75, -0.18]],
  "nbo_charge": [-0.93, -0.53, -0.67, 0.10, -0.29, -0.06, -0.31, 0.24, 0.46, 0.22, 0.22, 0.23, 0.23, 0.42, 0.22, 0.47]
}

---

{
  "formula": "C14H31B4NO7Sr",
  "method": "ωB97M-V/def2-TZVPD",
  "total_charge": 2,
  "homo_energy_ev": -14.35,
  "species": ["Sr", "O", "O", "O", "O", "O", "O", "O", "N", "C", "C", "C", "C", "C", "C", "C", "C", "C", "C", "C", "C", "C", "C", "B", "B", "B", "B", "H", "H", "H", "H", "H", "H", "H", "H", "H", "H", "H", "H", "H", "H", "H", "H", "H", "H", "H", "H", "H", "H", "H", "H", "H", "H", "H", "H", "H", "H", "H"],
  "positions_angstrom": [[2.01, -3.65, 3.01], [0.58, 4.07, 3.00], [0.07, 0.29, 3.65], [-0.52, 2.60, 1.45], [2.25, 1.20, 3.58], [-1.19, -2.68, 3.12], [1.99, -1.14, 3.74], [-1.13, -3.55, 5.14], [-1.07, -2.53, 4.62], [-5.26, 3.58, -1.93], [2.50, -1.11, 0.14], [3.04, -1.63, -1.19], [3.30, 0.06, 0.77], [-4.57, 2.33, -1.35], [-0.38, -0.50, -1.69], [2.13, -2.69, -1.83], [3.83, -0.35, 2.16], [0.66, -0.74, -2.80], [-0.10, -2.05, 2.52], [-1.81, -0.19, -2.18], [-3.66, 1.58, -2.35], [-2.27, 1.22, -1.80], [1.13, -2.19, -2.91], [2.73, -0.01, 3.21], [0.29, 2.82, 2.53], [0.64, -0.89, 3.38], [0.88, 1.42, 3.34], [1.59, -3.24, -1.04], [-2.51, -0.89, -1.72], [4.78, 0.13, 2.43], [-0.06, 0.38, -1.12], [-0.16, 2.85, 0.58], [-4.93, 4.49, -1.42], [-0.40, -1.62, 1.56], [-4.16, 0.66, -2.65], [3.25, -0.80, -1.86], [-6.34, 3.52, -1.83], [1.54, -2.39, -3.90], [4.01, -2.10, -0.98], [0.64, -2.82, 2.26], [0.23, -2.80, -2.83], [-0.40, -1.34, -0.99], [2.78, -3.42, -2.30], [1.39, 4.52, 2.75], [-3.55, 2.18, -3.25], [-1.89, -0.33, -3.26], [2.61, 0.91, 0.88], [1.45, -0.83, 0.04], [-5.03, 3.71, -2.98], [3.98, -1.44, 2.16], [-3.99, 2.61, -0.46], [-5.35, 1.64, -1.02], [-2.29, 1.31, -0.71], [2.52, -1.97, 0.86], [4.10, 0.40, 0.12], [-1.54, 1.95, -2.17], [0.19, -0.48, -3.75], [1.50, -0.04, -2.70]],
  "mulliken_charge": [1.85, -0.53, -0.24, -0.48, -0.07, -0.33, -0.79, -0.24, 0.35, -1.10, 2.25, -1.04, -1.31, -0.22, 0.49, -0.57, -0.11, -1.01, -0.52, -1.09, -0.82, -0.37, -0.98, 0.32, -0.04, 0.79, 0.76, 0.23, 0.36, 0.40, -0.02, 0.28, 0.30, 0.23, 0.37, 0.58, 0.27, 0.42, 0.34, 0.06, 0.30, 0.02, 0.41, 0.34, 0.40, 0.36, 0.25, -0.95, 0.34, 0.01, 0.19, 0.28, 0.16, -0.79, 0.58, 0.35, 0.59, 0.34]
}

---

no.,F_max (eV/Å)
1,3.55
2,9.80
3,9.24
4,1.78
5,4.07
6,3.80